Below is C39H54AsF6GeN3O6P2Si3W as an isolated structure at a distorted geometry, with properties calculated with wB97M-V/def2-TZVPD.

Results
- ΔE to the lowest compared entry with this formula, charge and spin (kcal/mol) = 44.03
- calculated total energy (eV) = -235774.566
- gap between HOMO and LUMO (eV) = 4.725
- HOMO energy (eV) = -8.24

Geometry as ORCA input:
```
! RIJCOSX wB97M-V def2-TZVPD def2/J DEFGRID3
* xyz 0 1
W -0.679 0.934 0.059
C 2.999 2.510 0.445
P 1.563 2.330 -0.625
C 2.293 1.883 -2.213
C 1.148 4.089 -0.756
C 1.689 4.913 -1.734
C 1.373 6.263 -1.736
C 0.531 6.781 -0.761
C 0.003 5.953 0.220
C 0.309 4.597 0.219
P -0.381 3.433 1.433
C -2.023 4.083 1.769
C 0.524 3.892 2.950
H 3.655 3.213 -0.072
H 3.506 1.579 0.614
H 2.699 2.918 1.404
H 3.269 2.361 -2.290
H 1.665 2.190 -3.047
H 2.425 0.807 -2.251
H 2.333 4.514 -2.508
H 1.775 6.908 -2.508
H 0.270 7.832 -0.772
H -0.662 6.372 0.966
H -2.586 4.183 0.847
H -1.903 5.050 2.259
H -2.561 3.407 2.429
H 0.717 4.964 2.897
H 1.461 3.353 3.048
H -0.097 3.688 3.824
O -1.188 1.050 -6.981
C -1.059 -0.008 -6.343
O -0.895 -1.196 -6.680
C -1.056 0.184 -4.813
C -1.193 -0.875 -3.951
C -1.011 -0.696 -2.591
N -0.712 0.489 -2.059
C -0.808 1.553 -2.878
C -0.926 1.459 -4.220
C -1.061 2.836 -2.155
O -1.143 3.921 -2.629
O -1.213 2.565 -0.848
H -1.388 -1.856 -4.368
H -1.077 -1.505 -1.894
H -0.978 2.352 -4.835
N -7.227 -6.627 -0.242
C -6.459 -5.773 -0.208
C -5.482 -4.701 -0.157
C -5.376 -3.920 0.991
C -4.426 -2.919 1.056
C -3.569 -2.705 -0.027
C -3.701 -3.470 -1.188
C -4.657 -4.467 -1.253
C -2.558 -1.703 0.079
C -1.728 -0.828 0.150
H -6.041 -4.100 1.825
H -4.343 -2.282 1.928
H -3.060 -3.276 -2.039
H -4.769 -5.064 -2.148
F -2.658 1.654 0.935
As -4.295 1.702 -0.032
F -4.930 2.464 1.344
F -4.653 0.169 0.620
F -5.712 1.721 -0.954
F -3.353 0.954 -1.274
F -3.810 3.238 -0.643
C -0.969 -2.933 2.429
Si 0.764 -2.526 1.864
C 1.372 -4.211 1.332
C 1.740 -2.106 3.433
Ge 1.246 -0.822 0.161
Si 1.489 -2.387 -1.757
C 1.736 -1.474 -3.389
C 0.050 -3.609 -1.841
C 2.977 -3.511 -1.771
Si 3.689 -0.839 0.678
C 4.656 -0.307 -0.846
C 4.312 0.172 2.152
C 4.391 -2.508 1.125
H -0.864 -3.442 3.396
H -1.429 -3.638 1.728
H -1.658 -2.102 2.542
H 1.230 -4.874 2.194
H 2.423 -4.239 1.056
H 0.787 -4.613 0.499
H 1.071 -2.115 4.300
H 2.253 -1.142 3.402
H 2.501 -2.874 3.604
H 1.372 -0.451 -3.432
H 1.237 -2.016 -4.200
H 2.808 -1.461 -3.617
H -0.420 -3.595 -2.831
H -0.718 -3.431 -1.084
H 0.438 -4.620 -1.681
H 3.932 -2.981 -1.800
H 2.871 -4.056 -2.717
H 2.998 -4.241 -0.963
H 4.659 0.773 -1.004
H 4.267 -0.769 -1.760
H 5.699 -0.627 -0.733
H 3.599 0.886 2.551
H 5.231 0.704 1.876
H 4.568 -0.527 2.956
H 4.381 -3.252 0.334
H 3.932 -2.942 2.013
H 5.435 -2.274 1.366
O -2.945 -0.049 2.896
C -1.818 0.224 3.175
C -1.272 0.255 4.593
C 0.164 0.738 4.466
C 0.373 0.833 2.975
O 1.415 1.187 2.446
N -0.755 0.535 2.268
H -1.343 -0.756 4.995
H -1.914 0.893 5.197
H 0.899 0.058 4.889
H 0.337 1.717 4.911
*
```

Below is C9H10ClO3S as an isolated structure at a distorted geometry, with properties calculated with wB97M-V/def2-TZVPD.

Results
- ΔE to the lowest compared entry with this formula, charge and spin (kcal/mol) = 44.47
- calculated total energy (eV) = -38994.091
- gap between HOMO and LUMO (eV) = 6.837
- HOMO energy (eV) = -3.48

Geometry as ORCA input:
```
! RIJCOSX wB97M-V def2-TZVPD def2/J DEFGRID3
* xyz -1 1
C -0.244 0.252 3.076
C 0.486 1.259 2.433
C -0.569 -0.872 2.377
C 0.903 1.120 1.129
C -0.121 -1.110 1.125
C 0.632 -0.129 0.432
C -3.151 -0.263 -1.543
C -2.082 0.395 -1.296
C 1.085 -0.352 -0.844
O 3.473 -1.057 -1.862
O 3.191 1.251 -0.934
O 2.127 0.559 -3.067
S 2.581 0.052 -1.534
Cl 0.762 -1.882 -1.723
H -0.617 0.359 4.089
H 0.495 2.227 2.953
H -1.209 -1.744 2.814
H 1.552 1.829 0.607
H -0.372 -2.012 0.599
H -3.838 -0.531 -0.804
H 1.447 -0.091 -3.094
H -3.211 -0.690 -2.485
H -1.303 0.512 -2.081
H -2.018 0.916 -0.366
*
```

Which of these has the highest gap between HOMO and LUMO? C9H10ClO3S